{
  "formula": "C41H46MoNO9PSSb2Te",
  "method": "wB97M-V/def2-TZVPD",
  "s2": 2.02,
  "fmax_ha_per_bohr": 0.0342,
  "total_charge": 0,
  "multiplicity": 3,
  "gap_ha": [0.203, 0.226],
  "symbols": ["H", "H", "C", "H", "O", "C", "C", "S", "C", "C", "H", "C", "C", "C", "C", "H", "C", "C", "C", "H", "Sb", "H", "H", "C", "C", "C", "C", "C", "H", "P", "H", "H", "C", "C", "O", "C", "H", "C", "C", "H", "C", "H", "C", "H", "H", "H", "H", "C", "Mo", "Te", "C", "H", "C", "C", "H", "H", "H", "C", "C", "C", "H", "H", "O", "H", "H", "C", "H", "H", "H", "O", "H", "O", "C", "H", "C", "H", "H", "O", "H", "C", "C", "H", "H", "N", "H", "H", "C", "O", "H", "C", "H", "Sb", "O", "H", "H", "H", "H", "C", "O", "H", "H", "C", "C"],
  "positions_angstrom": [[1.461, -2.267, -1.888], [-0.234, 2.019, 6.684], [5.928, 1.678, -4.511], [0.668, -3.341, -5.191], [-0.377, 0.242, -3.034], [-0.386, -1.222, 2.422], [-0.295, 2.385, 5.667], [-3.293, 1.454, 0.186], [5.648, 0.355, -4.212], [3.106, -1.371, -0.822], [0.054, 0.451, 4.812], [-0.132, 1.500, 4.609], [-0.014, -3.604, 2.391], [-5.563, -0.237, 5.534], [1.033, -2.806, -4.314], [1.863, -0.866, -3.821], [-3.640, -0.061, -4.056], [-1.201, 3.220, -2.171], [4.258, -1.636, -0.082], [-5.671, -1.319, 5.601], [2.475, 0.615, -1.239], [3.710, 2.681, -0.180], [-5.960, -1.386, 3.098], [-4.779, -0.154, 1.821], [-0.457, 3.320, 3.058], [-1.862, -2.695, 3.628], [-0.218, 1.970, 3.303], [-3.913, 0.936, 1.747], [3.576, 3.192, -2.612], [-0.221, 0.631, -4.543], [-3.158, 0.031, -3.092], [-3.437, -1.054, -1.494], [-0.614, 4.202, 4.120], [-4.160, 1.288, 4.104], [0.317, -0.706, -5.206], [-4.984, 0.174, 4.208], [-4.152, 0.879, -4.249], [2.270, 0.538, 2.162], [3.910, -4.000, -0.343], [-3.072, -0.396, -6.107], [-2.616, -0.355, -5.118], [-6.554, 0.199, 5.679], [1.454, -1.404, -4.682], [-3.000, 2.554, 2.808], [2.181, -4.563, -1.487], [6.217, -0.441, -4.675], [2.218, -1.391, -5.459], [-3.626, 1.677, 2.882], [-0.365, 0.703, -1.025], [1.050, 2.517, -5.034], [2.773, -3.747, -1.093], [-0.804, 5.249, 3.927], [3.895, 1.062, -2.727], [4.170, 2.392, -3.035], [-3.238, -1.511, 0.207], [-0.549, 3.685, 2.041], [-3.924, 1.864, 4.991], [5.191, 2.696, -3.919], [-1.123, -3.789, 3.205], [4.657, -2.942, 0.162], [-1.413, -4.788, 3.504], [-1.067, 4.302, -2.267], [-2.454, 2.598, 0.445], [4.864, -0.828, 0.310], [1.203, -2.203, 1.336], [-0.535, 3.731, 5.424], [2.699, -0.367, 1.732], [-0.659, 4.415, 6.253], [3.792, 2.060, 2.357], [-1.646, 0.722, -5.202], [-5.078, -0.682, 0.928], [-0.199, 2.615, -1.473], [-1.498, -1.411, 3.237], [4.218, -5.020, -0.151], [2.980, 1.807, 1.670], [6.719, 1.919, -5.210], [0.237, -2.790, -3.567], [-1.683, -3.086, -1.327], [-4.934, 0.097, 6.359], [-2.746, -1.056, -0.653], [-1.560, -1.939, -0.991], [-2.731, -2.836, 4.257], [2.303, 2.667, 1.707], [-2.251, 0.298, -0.354], [5.550, -3.134, 0.742], [-4.374, -0.870, -4.021], [4.634, 0.042, -3.312], [-0.393, -1.315, -0.846], [4.531, 1.205, 0.256], [3.556, 1.694, 0.258], [-2.080, -0.570, 3.586], [0.192, 0.677, 1.712], [-2.166, 2.642, -2.564], [2.306, 0.439, 3.247], [0.560, -4.454, 2.048], [-2.089, -1.295, -4.948], [5.400, 3.730, -4.160], [2.370, -2.437, -1.330], [-4.421, 1.535, -0.689], [1.880, -3.360, -3.903], [4.430, -0.997, -3.082], [0.353, -2.326, 1.999], [-5.293, -0.534, 3.045]],
  "forces_ev_per_angstrom": [[0.045, 0.057, 0.114], [0.000, 0.011, 0.011], [-0.016, 0.024, 0.023], [-0.009, 0.039, -0.032], [-0.033, 0.449, 0.358], [-0.120, -0.072, 0.089], [-0.016, -0.048, 0.009], [0.487, 0.023, -0.283], [-0.057, -0.048, 0.026], [0.083, -0.075, 0.060], [0.008, 0.008, -0.025], [-0.040, 0.127, 0.081], [0.003, 0.034, -0.010], [0.017, -0.016, -0.006], [0.042, -0.128, -0.026], [-0.067, -0.031, -0.023], [-0.073, -0.006, -0.022], [0.735, -0.099, 0.744], [0.020, -0.057, -0.033], [0.006, 0.005, -0.013], [0.043, -0.190, 0.301], [0.035, 0.000, 0.023], [0.004, -0.007, 0.023], [0.001, 0.100, 0.079], [-0.036, 0.040, -0.003], [-0.015, 0.017, -0.020], [-0.141, 0.249, 0.018], [-0.233, -0.283, 0.115], [-0.022, 0.016, 0.016], [-0.132, 0.334, 0.608], [0.063, 0.094, 0.146], [-0.092, -0.052, 0.014], [0.007, -0.099, 0.011], [0.078, 0.040, -0.019], [0.175, -0.429, -0.208], [-0.029, -0.059, 0.014], [-0.023, 0.031, -0.045], [0.129, 0.132, 0.007], [0.018, -0.020, 0.012], [0.021, -0.024, -0.018], [0.230, 0.075, -0.198], [-0.008, 0.018, -0.025], [-0.048, 0.088, -0.059], [0.028, -0.011, -0.017], [0.000, -0.016, -0.001], [0.003, -0.002, -0.007], [0.037, -0.036, -0.014], [0.045, -0.093, 0.067], [-0.999, -0.041, -1.444], [-0.028, -0.085, 0.103], [-0.006, 0.049, 0.018], [0.001, 0.018, 0.007], [0.049, 0.024, -0.095], [0.058, -0.084, -0.041], [-0.024, 0.003, 0.064], [-0.002, -0.043, 0.002], [-0.004, 0.010, -0.001], [-0.002, 0.014, -0.023], [-0.009, 0.011, 0.000], [-0.055, 0.020, -0.025], [-0.008, 0.000, 0.003], [0.254, -0.005, -0.072], [-0.066, 0.024, 0.028], [0.006, 0.010, 0.014], [-0.003, -0.001, 0.004], [-0.004, 0.007, -0.026], [0.004, 0.020, 0.016], [-0.003, 0.000, 0.012], [0.035, -0.006, -0.020], [-0.296, -0.009, -0.038], [0.003, 0.015, -0.060], [-0.414, 0.185, -0.182], [0.061, -0.143, 0.016], [0.005, -0.004, -0.002], [0.048, -0.035, -0.016], [0.005, 0.003, -0.007], [-0.024, 0.014, 0.002], [-0.003, -0.196, -0.062], [0.003, 0.005, -0.003], [0.055, 0.420, 0.254], [0.607, 0.371, 0.100], [-0.006, 0.009, 0.014], [-0.035, -0.011, 0.031], [0.039, -0.130, -0.154], [0.008, -0.001, 0.003], [0.018, 0.036, 0.012], [0.068, 0.093, -0.126], [-0.241, -0.115, 0.068], [0.033, 0.048, 0.075], [0.052, 0.083, 0.046], [-0.108, 0.133, -0.009], [0.298, -0.414, -0.078], [-0.437, -0.300, -0.355], [0.038, 0.022, 0.012], [0.004, -0.005, -0.009], [-0.058, 0.008, 0.060], [0.005, 0.002, -0.008], [-0.015, -0.024, 0.075], [-0.039, -0.107, -0.051], [-0.013, 0.001, -0.068], [-0.005, 0.003, 0.039], [-0.004, 0.007, -0.037], [0.003, -0.021, 0.073]]
}

---

{
  "formula": "C41H46N6O4",
  "method": "wB97M-V/def2-TZVPD",
  "fmax_ha_per_bohr": 0.1319,
  "total_charge": 0,
  "gap_ha": 0.362,
  "symbols": ["H", "H", "H", "C", "C", "C", "H", "H", "H", "O", "H", "C", "C", "H", "H", "N", "C", "C", "C", "H", "H", "H", "H", "C", "H", "C", "C", "O", "H", "C", "H", "C", "H", "C", "H", "C", "H", "C", "C", "C", "H", "C", "C", "H", "H", "H", "N", "C", "H", "H", "H", "H", "C", "H", "H", "C", "H", "H", "C", "C", "N", "C", "C", "C", "C", "H", "H", "C", "N", "C", "H", "O", "H", "C", "C", "C", "H", "H", "H", "C", "C", "H", "C", "H", "H", "H", "C", "H", "O", "C", "H", "C", "H", "C", "N", "H", "N"],
  "positions_angstrom": [[1.641, -0.506, -1.193], [4.150, 2.748, 5.280], [-0.620, -7.587, -4.491], [-0.802, -0.676, -0.016], [-1.485, 4.384, 3.468], [2.398, -6.599, -5.670], [-5.415, -4.320, -2.859], [5.724, 0.752, 2.054], [1.893, -2.232, -1.803], [-3.932, -1.329, -0.611], [-3.589, 1.525, 2.099], [-5.854, -6.375, -3.320], [1.566, 4.676, -3.189], [-1.258, -1.787, 2.000], [4.320, 6.132, -1.886], [2.148, -6.025, -3.344], [0.052, -1.957, -0.498], [0.922, -6.577, -3.384], [6.244, 2.287, 5.497], [-0.130, 2.772, 3.929], [-5.948, -8.509, -3.616], [-4.060, -3.827, 0.066], [8.298, 1.660, 5.363], [0.658, 5.651, -2.801], [-1.540, -0.420, -0.884], [2.859, -6.048, -4.485], [-0.518, 9.723, 1.404], [-1.113, -5.191, -0.870], [-1.913, -3.895, 1.596], [3.284, 5.966, -2.164], [0.538, -1.116, -2.623], [0.980, -2.624, 0.653], [-0.115, 5.952, 1.719], [0.373, -7.155, -4.517], [-2.516, 9.266, 2.072], [-0.359, -4.214, -1.220], [-0.850, 5.163, 3.874], [-3.838, -5.651, -2.249], [5.028, 2.293, 4.833], [-4.010, -3.179, 1.023], [-6.820, -6.174, -3.768], [-3.607, -1.684, 0.588], [5.905, 1.178, 3.036], [1.537, 9.795, 0.769], [-3.201, -4.874, -1.845], [6.341, 2.741, 6.476], [4.837, 1.752, 3.617], [-1.535, 8.877, 1.815], [-0.396, 5.560, -3.035], [-3.380, -4.970, 2.217], [-5.056, -3.198, 1.511], [-2.485, -7.265, -1.789], [-1.514, -0.827, 1.423], [2.615, 0.106, 3.207], [0.253, -3.233, 1.335], [0.715, 9.165, 1.094], [0.733, -7.605, -6.589], [0.464, 7.541, -1.782], [1.129, -7.163, -5.681], [1.088, -1.423, -1.660], [-4.181, -7.993, -2.698], [-0.196, 7.030, 1.620], [7.329, 1.686, 4.874], [7.160, 1.118, 3.619], [-1.086, 3.058, 3.501], [3.643, 4.091, -3.155], [7.986, 0.640, 3.105], [2.099, -0.611, 2.456], [-1.400, 7.544, 1.929], [2.907, 4.833, -2.867], [0.370, -6.543, -2.450], [-0.892, -2.890, -1.124], [3.845, -5.598, -4.425], [0.884, 7.792, 1.204], [1.761, -1.478, 1.509], [1.134, 6.750, -2.104], [-1.110, 0.058, 2.082], [3.013, -6.587, -6.560], [-0.071, 0.233, 0.020], [-5.070, -5.348, -2.814], [-3.499, 3.658, 2.396], [0.694, -4.494, -1.610], [-3.013, 2.363, 2.479], [1.798, -3.327, 0.259], [1.232, 3.802, -3.738], [-2.908, -3.331, 3.059], [-2.717, 4.686, 2.903], [-4.464, 3.858, 1.947], [-2.971, -0.696, 1.415], [-5.370, -7.671, -3.237], [-0.684, 10.791, 1.328], [-2.988, -3.898, 2.045], [-3.063, 5.713, 2.858], [-3.441, -6.978, -2.217], [-1.824, 2.041, 3.019], [1.832, 7.324, 0.971], [2.427, 6.926, -1.777]],
  "forces_ev_per_angstrom": [[-0.979, -1.594, -1.017], [0.070, -0.001, 0.030], [0.051, 0.042, 0.042], [0.258, 0.020, -0.400], [-0.118, -0.078, -0.031], [-0.144, -0.068, 0.047], [0.044, -0.062, 0.018], [0.046, -0.012, 0.052], [-1.289, 1.184, -0.272], [1.515, -1.513, 5.722], [0.041, 0.061, -0.011], [0.094, 0.084, 0.065], [-0.018, -0.067, -0.033], [-0.174, 1.307, -1.180], [-0.032, -0.055, -0.043], [-0.298, -0.194, -0.594], [1.890, 2.158, -1.318], [0.512, 0.227, 0.188], [0.114, -0.065, -0.089], [-0.019, 0.059, -0.001], [-0.019, 0.064, -0.005], [0.074, 1.438, 1.487], [-0.079, 0.000, -0.037], [0.121, -0.101, -0.048], [1.057, -0.666, 1.765], [-0.192, 0.097, 0.584], [0.129, -0.098, -0.043], [3.403, 4.457, -1.720], [-2.005, -0.374, 0.682], [-0.286, 0.530, 0.245], [0.913, -0.628, 1.543], [-0.123, 0.969, 1.171], [0.050, 0.045, -0.054], [0.087, -0.013, -0.170], [0.061, 0.039, -0.025], [-3.613, -3.063, 1.515], [-0.054, -0.047, -0.003], [-0.219, 0.150, -0.102], [-0.227, -0.208, -0.567], [0.689, -0.269, 0.726], [0.050, -0.041, 0.023], [-1.418, 1.349, -4.849], [-0.585, 0.219, 0.103], [-0.055, -0.070, 0.011], [-0.029, -0.120, -0.038], [-0.035, -0.026, -0.064], [0.605, -0.088, 0.394], [-0.090, -0.627, 0.099], [0.063, 0.030, 0.031], [0.900, 1.728, -0.219], [1.587, 0.385, -0.848], [-0.043, 0.123, 0.024], [1.409, 0.765, 0.786], [-1.145, -1.550, -1.883], [1.613, 1.145, -0.863], [0.063, 0.059, -0.018], [0.029, 0.036, 0.075], [-0.023, -0.071, -0.016], [-0.037, -0.022, -0.042], [0.098, 0.204, 1.365], [-0.264, 0.675, -0.078], [-0.603, 0.141, 0.152], [0.070, -0.007, 0.025], [0.001, 0.098, 0.161], [-0.240, -0.525, -0.186], [-0.028, 0.060, 0.035], [-0.074, 0.026, 0.010], [-1.044, -4.514, -4.956], [0.582, 0.479, -0.214], [-0.171, -0.005, -0.032], [-0.072, -0.115, -0.095], [2.234, -2.600, 0.904], [-0.034, -0.026, -0.061], [0.011, 0.134, 0.052], [0.232, 3.529, 5.099], [0.575, 0.218, 0.193], [-1.215, -1.768, -1.217], [-0.015, 0.010, 0.075], [-1.248, -1.784, 0.138], [-0.039, 0.044, -0.015], [0.234, 0.097, 0.134], [-1.411, 1.313, 0.482], [0.365, -0.378, 0.151], [-1.397, 1.066, 0.343], [0.023, 0.068, 0.046], [-0.355, -1.025, -1.743], [-0.219, 0.158, 0.007], [0.057, -0.047, 0.028], [-0.398, -2.294, -1.283], [0.546, -0.271, 0.233], [-0.019, -0.070, 0.016], [0.195, 0.573, -0.007], [0.137, -0.082, -0.021], [-0.199, -0.617, -0.179], [-0.180, 0.831, 0.009], [-0.088, 0.030, -0.040], [-0.232, -0.611, -0.354]]
}